Record 1
Computed, not measured: an isolated molecule of C5H3F at a distorted geometry, with ωB97M-V/def2-TZVPD.

```
9
Properties=species:S:1:pos:R:3:nbo_charge:R:1
H -0.017 1.340 1.441 0.26
C 0.203 0.022 -0.256 -0.31
F 2.588 -1.754 2.712 -0.29
C 1.341 -1.737 2.161 0.38
H 0.487 -0.899 -0.777 0.22
C 0.172 0.293 1.010 -0.28
C 0.227 -2.306 1.423 -0.07
C 0.461 -0.918 1.658 -0.10
H 0.187 0.882 -1.010 0.20
```

E_tot, eV: -7945.164
Relative energy (zero: lowest compared OMol25 entry of this formula, charge and spin), kcal/mol: 45.2
Lowest unoccupied orbital energy, hartree: 0.0220
Gap between HOMO and LUMO, eV: 10.1
SMILES: C=CC1=C=C1F

---

Record 2
Computed, not measured: a structure of composition C29H59N12O3PmS3 at a distorted geometry, with ωB97M-V/def2-TZVPD.

```
107
Properties=species:S:1:pos:R:3:lowdin_spin:R:1
C -1.791 -2.652 -2.830 0.00
H 2.471 -2.133 -1.987 0.00
H -4.999 -2.879 -3.477 0.00
C -2.778 3.090 -0.860 0.00
H -0.207 -5.266 3.529 0.00
C -3.425 -2.903 1.167 0.00
H 0.900 -1.812 -3.727 0.00
H -1.448 5.269 -0.088 0.00
N -0.356 1.896 -1.865 -0.01
C 2.536 1.904 2.353 0.00
H 0.724 -2.671 6.510 0.00
H -1.021 -5.317 -4.651 0.00
C 1.938 0.304 4.093 0.00
C 1.474 -1.800 -1.671 0.00
H -0.459 0.186 -3.057 0.00
C -1.570 -4.384 -4.476 0.00
C 0.200 1.031 -2.914 0.00
N -1.673 3.774 -1.514 0.00
N 2.289 1.648 3.658 0.00
C 2.811 -0.146 -0.563 0.00
H 0.835 -4.831 2.170 0.00
H 1.785 3.326 -2.887 0.00
N -1.533 -4.034 -3.071 0.00
H -2.868 -5.570 -2.470 0.00
O 1.414 -4.269 5.439 0.00
C 2.868 1.185 0.168 0.00
C 2.826 4.077 1.205 0.00
O -3.378 -1.751 0.328 0.00
N 3.291 3.041 2.102 0.00
C -0.727 3.104 -2.207 0.00
N -0.215 3.785 -3.293 0.00
H 1.506 4.875 -3.684 0.00
H 2.378 0.142 5.082 0.00
H 2.137 -5.678 4.168 0.00
S -1.314 0.626 2.986 -0.01
N 0.656 -1.639 1.436 0.00
H -0.584 -1.674 4.555 0.00
H -0.827 5.701 -3.942 0.00
H -2.097 4.464 -3.860 0.00
H -1.100 -3.599 -5.077 0.00
C 1.575 0.513 -2.550 0.00
H 2.636 4.997 1.765 0.00
H -4.250 -0.616 -3.662 0.00
C 4.370 3.421 2.986 0.00
H -1.090 -3.314 5.024 0.00
H 3.566 4.314 0.427 0.00
C 0.526 -2.225 -2.771 0.00
H 0.945 2.559 4.985 0.00
H 2.879 -0.953 0.165 0.00
H -2.626 -3.604 0.922 0.00
Pm -0.328 0.499 0.357 4.04
H 2.334 -0.421 3.379 0.00
H 0.856 0.186 4.146 0.00
C 0.367 -2.364 2.294 0.00
H 0.266 1.544 -3.878 0.00
H 4.080 4.245 3.644 0.00
H 1.242 -2.322 -0.750 0.00
H -3.703 3.637 -1.068 0.00
H -0.616 5.578 -1.600 0.00
C 0.575 -4.578 3.197 0.00
N -0.001 -3.214 3.240 0.00
H -2.851 2.073 -1.241 0.00
H -3.362 -2.595 2.212 0.00
H -2.620 3.038 0.202 0.00
C -4.268 -2.934 -2.664 0.00
C 1.763 -4.655 4.120 0.00
C -1.935 -5.082 -2.156 0.00
H -0.899 4.432 -5.168 0.00
H -4.040 -3.983 -2.466 0.00
H -2.596 -4.524 -4.855 0.00
N -3.069 -2.180 -3.023 0.00
H 1.755 -2.237 5.143 0.00
H 1.897 3.765 0.746 0.00
S -0.460 3.072 1.542 -0.01
H 2.561 -3.999 3.731 0.00
O -2.410 -0.056 -0.377 0.00
C -1.053 4.641 -4.099 0.00
H 4.689 2.580 3.605 0.00
C -1.093 2.358 3.001 0.00
H 5.219 3.763 2.395 0.00
H -2.365 5.767 -1.517 0.00
N 1.563 -0.347 -1.340 0.00
H 1.373 3.375 -4.621 0.00
H 2.248 1.344 -2.356 0.00
H -4.703 -2.509 -1.757 0.00
H -1.168 -5.854 -2.116 0.00
H 3.657 -0.247 -1.246 0.00
C 1.959 2.700 4.626 0.00
C 0.959 -2.907 5.479 0.00
H 2.652 2.678 5.469 0.00
H 2.450 1.961 -0.483 0.00
H -2.088 -4.682 -1.158 0.00
C -0.270 -2.723 4.616 0.00
H -2.508 -0.277 -3.748 0.00
N -0.845 -1.817 -2.594 0.00
H 2.007 3.674 4.152 0.00
S -1.493 3.292 4.306 0.00
H -3.341 -0.237 -2.186 0.00
C -1.521 5.172 -1.164 0.00
C 1.188 3.830 -3.646 0.00
N 2.125 1.101 1.412 0.00
H 0.634 -3.301 -2.850 0.00
C -2.257 -1.121 0.280 0.00
H 3.912 1.469 0.348 0.00
H 2.012 -0.040 -3.388 0.00
C -3.294 -0.736 -3.145 0.00
H -4.392 -3.341 0.949 0.00
```

Multiplicity: 5
E_tot, eV: -104113.848
Relative energy (zero: lowest compared OMol25 entry of this formula, charge and spin), kcal/mol: 0.0
Lowest unoccupied orbital energy (alpha / beta), hartree: 0.0110 / 0.0110
Gap between HOMO and LUMO (alpha / beta), eV: 6.5 / 6.5

---

Record 3
Computed, not measured: a structure of composition C15H19N3O6PSSe4Zr, with ωB97M-V/def2-TZVPD.

```
50
Properties=species:S:1:pos:R:3:nbo_charge:R:1
H 2.129 0.463 -2.856 0.24
H -3.934 2.337 1.383 0.23
C 1.257 -3.720 1.214 0.10
C 1.338 2.942 -1.789 -0.27
C 2.082 -4.823 1.103 -0.25
O 0.056 -0.679 4.247 -0.96
H 0.518 -3.652 2.002 0.24
H 0.358 0.566 -2.828 0.21
H 1.872 4.512 1.155 0.22
C 3.120 -3.771 -0.770 -0.22
H -3.431 0.677 1.813 0.31
P -2.585 1.332 -0.301 2.00
Se -3.409 -3.010 -1.755 -0.52
C 1.715 3.719 0.438 -0.28
S 0.708 0.141 3.264 2.59
H 1.765 2.152 1.917 0.26
O 1.473 -0.769 2.271 -1.06
C 3.028 -4.850 0.091 -0.14
H -4.705 1.111 -1.316 0.24
Zr 0.185 -0.657 0.558 2.06
H 1.193 3.106 -2.849 0.22
Se -3.999 -1.879 1.776 -0.50
O 1.572 1.178 3.772 -0.99
O 3.334 -1.319 -2.164 -0.67
C -3.844 0.453 -1.177 -1.06
Se -1.780 -2.275 1.708 -0.10
C 1.523 3.990 -0.910 -0.15
Se -1.399 -2.915 -0.780 -0.08
H 3.691 -5.699 -0.017 0.21
H 1.982 -5.636 1.807 0.22
H -3.456 0.118 -2.138 0.28
H -2.151 2.805 -2.135 0.24
H -2.253 2.007 1.938 0.28
C 1.670 2.406 0.868 0.09
C 2.311 -1.506 -1.505 0.62
N 1.492 1.385 0.016 -0.52
C 2.244 -2.716 -0.609 0.17
H -1.638 3.508 -0.586 0.25
H -3.367 3.491 -1.029 0.24
N 1.321 -2.695 0.362 -0.54
C -2.425 2.945 -1.089 -1.00
O -0.296 0.707 2.258 -1.07
C 1.251 0.459 -2.204 -0.28
H 3.852 -3.711 -1.562 0.25
N 1.191 -0.770 -1.448 -0.75
C -3.105 1.627 1.376 -1.05
H -4.134 -0.431 -0.602 0.33
C 1.360 1.648 -1.286 0.28
H 1.523 5.014 -1.267 0.21
O -1.202 0.685 -0.363 -1.15
```

Charge: -1
E_tot, eV: -315419.125
Relative energy (zero: lowest compared OMol25 entry of this formula, charge and spin), kcal/mol: 35.5
Lowest unoccupied orbital energy, hartree: 0.0778
Gap between HOMO and LUMO, eV: 5.8

---

Record 4
Computed, not measured: the ion C7H15O3PS2 with charge -2 at a distorted geometry, with ωB97M-V/def2-TZVPD.

```
28
Properties=species:S:1:pos:R:3:nbo_charge:R:1
C 2.354 -0.076 1.740 -0.56
H 2.730 -0.327 -0.228 0.24
H 4.331 0.262 0.582 0.16
H 3.951 -1.422 0.775 0.19
C 3.453 -0.456 0.627 -0.65
H -1.901 3.019 1.308 0.18
H 0.836 -2.105 -2.806 0.15
H -3.687 2.646 -0.359 0.14
H -2.970 1.042 -0.836 0.31
O -2.621 -0.836 -1.060 -1.23
C 0.618 -1.812 -1.648 -0.72
C -0.230 -0.146 0.250 -0.70
H 2.096 0.955 1.639 0.22
C -1.910 2.012 0.808 -0.58
S 0.914 -1.161 1.374 0.21
H 1.323 0.407 -1.547 0.14
H -2.326 1.128 1.400 0.33
H 1.443 -2.227 -0.987 0.21
H -1.994 2.679 -1.300 0.17
C -2.613 2.066 -0.510 -0.65
P -1.975 -1.101 0.291 2.42
H 2.811 -0.400 2.762 0.18
C 0.334 -0.316 -1.457 -0.41
S -0.128 1.552 0.516 0.13
H -0.387 0.184 -2.142 0.23
O -2.784 -0.656 1.534 -1.22
H -0.274 -2.444 -1.172 0.32
O -1.394 -2.468 0.445 -1.23
```

Charge: -2
E_tot, eV: -44603.442
Lowest unoccupied orbital energy, hartree: 0.1950
Gap between HOMO and LUMO, eV: 5.7
SMILES: CCSC(CC)(SCC)P(=O)([O-])[O-]

---

Record 5
Computed, not measured: a structure of composition C18H26N2O5P2RhS, with ωB97M-V/def2-TZVPD.

```
55
Properties=species:S:1:pos:R:3:lowdin_spin:R:1
H -0.257 2.494 -1.956 0.01
C -5.334 0.232 -1.125 0.00
C -4.817 1.470 -0.778 0.00
H -2.540 -4.311 0.436 0.00
H 3.770 0.580 -1.708 0.00
C 3.626 2.945 -0.530 0.00
H 5.203 -1.173 3.076 0.00
H -1.002 0.981 -2.518 0.02
O -0.268 -2.279 1.765 0.05
C 2.946 1.797 -0.158 0.00
N 4.310 -0.261 0.088 0.00
H -4.907 -1.826 -1.402 0.00
C 2.257 4.181 0.980 0.00
H -1.624 2.087 2.350 0.02
O 3.036 -0.447 1.944 0.06
C 5.193 -1.437 2.021 0.00
H 0.690 0.990 -1.954 0.01
H -3.100 2.578 -0.177 0.01
C 4.095 -0.675 1.346 0.01
H -5.460 2.341 -0.758 0.00
H 4.964 -2.500 1.939 0.00
O 1.528 -2.346 0.142 0.04
P -2.288 -2.305 -0.830 0.00
Rh 0.889 -0.226 1.306 2.19
C -2.504 -3.113 -2.394 0.00
C -3.131 -0.734 -0.808 0.00
C -4.491 -0.860 -1.136 0.00
H 3.795 5.065 -0.231 0.00
C 3.325 0.447 -0.724 0.00
H -4.055 -3.369 0.291 0.00
O -0.741 -2.086 -0.642 0.02
C -1.385 1.063 2.067 0.38
P -0.864 1.027 0.013 0.71
H -6.378 0.117 -1.382 0.00
H -3.543 -3.075 -2.714 0.00
C 1.615 2.994 1.284 0.01
C -2.978 -3.315 0.456 0.00
H -0.537 0.735 2.694 0.02
H 6.172 -1.251 1.582 0.00
H -2.177 -4.150 -2.305 0.00
H 2.438 -0.176 -0.851 0.00
C -2.591 0.516 -0.453 0.05
H 5.191 -0.502 -0.331 0.00
C -3.478 1.599 -0.450 0.02
C 3.278 4.156 0.046 0.00
C -0.303 1.416 -1.801 0.24
H 4.418 2.887 -1.266 0.00
H -1.882 -2.596 -3.127 0.00
S 0.233 -2.868 0.522 0.01
O -0.033 -4.252 0.311 0.01
H 1.953 5.098 1.465 0.00
H -2.218 0.384 2.244 0.02
N 1.945 1.827 0.728 0.08
H 0.799 2.970 1.996 0.00
H -2.783 -2.844 1.420 0.00
```

Multiplicity: 5
Charge: +1
E_tot, eV: -64718.888
Relative energy (zero: lowest compared OMol25 entry of this formula, charge and spin), kcal/mol: 0.0
Lowest unoccupied orbital energy (alpha / beta), hartree: -0.0839 / -0.1329
Gap between HOMO and LUMO (alpha / beta), eV: 6.7 / 7.5

---

Record 6
Computed, not measured: an isolated molecule of C3H2F2 at a distorted geometry, with ωB97M-V/def2-TZVPD.

```
7
Properties=species:S:1:pos:R:3:nbo_charge:R:1
F 1.710 0.214 -0.586 -0.31
F -0.081 1.008 -1.751 -0.33
H -1.465 -1.885 1.428 0.24
H 0.410 1.644 0.115 0.16
C -0.294 -0.446 0.241 -0.09
C 0.471 0.677 -0.519 0.54
C -0.752 -1.212 1.071 -0.20
```

E_tot, eV: -8575.610
Relative energy (zero: lowest compared OMol25 entry of this formula, charge and spin), kcal/mol: 12.8
Lowest unoccupied orbital energy, hartree: 0.0304
Gap between HOMO and LUMO, eV: 11.8
SMILES: C#CC(F)F

---

Record 7
Computed, not measured: an isolated molecule of C12H14N4O6 at a distorted geometry, with ωB97M-V/def2-TZVPD.

```
36
Properties=species:S:1:pos:R:3:nbo_charge:R:1
H 2.073 3.671 0.076 0.24
N -1.449 0.329 -1.304 -0.40
H -2.048 0.530 -2.061 0.42
C -2.124 -3.743 1.193 -0.18
C -1.673 -1.772 -0.005 0.17
C 1.650 1.758 -0.218 0.04
H 0.505 3.100 0.864 0.19
H -3.581 -3.656 2.753 0.18
H 4.179 2.443 -0.593 0.49
H 3.025 0.805 -1.569 0.16
N -0.587 -3.655 -0.356 0.48
O 3.433 2.757 -1.465 -0.73
H 4.077 1.599 2.035 0.49
H -3.083 -0.167 0.579 0.22
O 0.157 3.280 -0.904 -0.49
C -0.762 2.440 -1.388 0.73
H -1.746 -4.710 1.647 0.28
C -3.657 -1.780 1.620 -0.18
O -0.125 -4.737 0.086 -0.37
N -1.406 -1.063 -1.114 -0.41
O -1.580 2.826 -2.097 -0.52
H -4.136 -1.263 2.475 0.22
C -0.409 1.113 -1.099 0.27
H -0.419 -1.376 -1.333 0.40
O 3.582 1.996 1.110 -0.73
C 2.574 1.617 -1.497 -0.04
C 1.076 3.015 0.022 -0.11
C -1.479 -2.940 0.385 -0.06
H 2.788 0.181 0.715 0.15
C 2.580 1.059 0.936 -0.01
O 0.156 -3.329 -1.367 -0.42
C -3.058 -3.191 2.106 -0.15
N 0.573 0.876 -0.336 -0.47
H 1.716 1.157 1.782 0.15
H 1.928 1.956 -2.307 0.17
C -2.747 -1.126 0.630 -0.20
```

E_tot, eV: -30901.478
Relative energy (zero: lowest compared OMol25 entry of this formula, charge and spin), kcal/mol: 0.0
Lowest unoccupied orbital energy, hartree: -0.0410
Gap between HOMO and LUMO, eV: 7.9
SMILES: O=C1OCC(CO)(CO)N=C1NNc1ccccc1[N+](=O)[O-]

---

Record 8
Computed, not measured: an isolated molecule of C3H7N3OS at a distorted geometry, with ωB97M-V/def2-TZVPD.

```
15
Properties=species:S:1:pos:R:3:nbo_charge:R:1
H -1.546 -1.682 0.599 0.23
H -0.724 -0.763 1.896 0.22
N 2.687 -1.037 -1.059 -0.61
C -1.807 1.372 -0.312 -0.07
H 1.407 1.710 0.176 0.19
C -1.457 -0.738 1.162 -0.41
H -2.825 1.292 0.097 0.20
S -1.688 2.223 -1.776 -0.14
N 2.485 0.061 -0.363 -0.26
H 1.879 -1.640 -1.179 0.35
N -1.054 0.446 0.289 -0.12
O 0.097 -0.003 -0.381 -0.40
H 3.525 -1.378 -0.923 0.36
C 1.322 0.493 -0.018 0.24
H -2.302 -0.355 1.791 0.22
```

E_tot, eV: -20572.612
Relative energy (zero: lowest compared OMol25 entry of this formula, charge and spin), kcal/mol: 128.5
Lowest unoccupied orbital energy, hartree: 0.0133
Gap between HOMO and LUMO, eV: 8.8
SMILES: CN(C=S)O/C=N\N